{"formula": "C15H27BClN5O2S", "method": "ωB97M-V/def2-TZVPD", "species": ["H", "N", "C", "C", "C", "B", "C", "C", "C", "C", "S", "O", "O", "Cl", "H", "H", "H", "H", "H", "H", "H", "H", "H", "H", "H", "H", "H", "H", "C", "C", "N", "H", "H", "H", "C", "C", "N", "H", "H", "H", "C", "C", "N", "H", "H", "H", "C", "C", "N", "H", "H", "H"], "coordinates": [[0.756, 1.465, 2.055], [-0.259, 1.434, 1.947], [-0.777, 0.647, 2.801], [-0.005, -0.122, 3.843], [-2.262, 0.417, 2.800], [-2.814, -0.764, 1.925], [-2.125, -1.251, 0.602], [-0.865, -2.137, 0.780], [0.513, -1.467, 0.672], [0.628, -0.564, -0.550], [2.169, 0.348, -0.555], [1.903, 1.746, -0.435], [3.140, -0.283, 0.281], [2.819, 0.053, -2.478], [1.071, -0.023, 3.701], [-0.262, 0.254, 4.835], [-0.275, -1.181, 3.827], [-2.650, 0.374, 3.821], [-2.718, 1.300, 2.327], [-3.867, -1.235, 2.247], [-1.892, -0.362, 0.008], [-2.836, -1.818, 0.003], [-0.883, -2.642, 1.751], [-0.917, -2.935, 0.038], [0.737, -0.894, 1.570], [1.277, -2.242, 0.603], [0.573, -1.126, -1.478], [-0.117, 0.229, -0.560], [4.606, 3.301, 0.586], [4.874, 4.714, 0.830], [5.070, 5.830, 1.012], [4.391, 3.140, -0.468], [5.465, 2.698, 0.873], [3.740, 2.979, 1.161], [-0.889, -1.181, -5.043], [-1.379, -1.657, -3.755], [-1.768, -2.032, -2.741], [-0.108, -1.846, -5.409], [-1.706, -1.165, -5.763], [-0.485, -0.176, -4.936], [-2.295, -5.449, -3.234], [-2.130, -5.860, -4.624], [-2.000, -6.184, -5.718], [-3.217, -5.859, -2.828], [-1.454, -5.806, -2.642], [-2.326, -4.362, -3.186], [0.408, 5.244, 1.038], [0.241, 5.181, 2.485], [0.111, 5.118, 3.624], [1.230, 4.600, 0.732], [-0.502, 4.903, 0.548], [0.627, 6.265, 0.731]], "lowdin_charge": [0.05, 0.16, -0.46, -0.03, -0.11, -0.11, -0.17, -0.18, -0.22, -0.29, 0.33, -0.36, -0.33, 0.37, 0.08, 0.09, 0.09, 0.10, 0.13, 0.07, 0.09, 0.08, 0.11, 0.10, 0.07, 0.12, 0.07, 0.09, -0.08, -0.28, 0.12, 0.08, 0.09, 0.07, -0.05, -0.24, 0.16, 0.09, 0.09, 0.09, -0.07, -0.29, 0.12, 0.08, 0.08, 0.03, -0.07, -0.29, 0.12, 0.06, 0.08, 0.08], "fmax_ev_per_a": 0.25, "energy_ev": -51570.5214, "charge": 0, "smiles": "[H]/N=C(\\C)CBCCCCS(=O)(=O)Cl.CC#N.CC#N.CC#N.CC#N"}

---

{"formula": "C15H27BeBr2ClN3O9PS", "method": "ωB97M-V/def2-TZVPD", "species": ["O", "C", "C", "C", "C", "N", "C", "C", "C", "O", "C", "O", "C", "S", "N", "C", "P", "O", "O", "O", "H", "H", "H", "H", "H", "H", "H", "H", "H", "H", "H", "H", "H", "H", "H", "H", "H", "H", "H", "H", "C", "C", "N", "H", "H", "H", "C", "O", "O", "O", "Be", "Br", "C", "C", "Br", "H", "H", "H", "H", "Cl"], "coordinates": [[0.090, -0.087, -6.479], [0.154, -0.411, -5.185], [1.179, 0.412, -4.152], [0.884, -0.193, -2.657], [2.364, -0.541, -1.959], [2.612, 0.262, -0.683], [1.592, 0.003, 0.410], [1.825, 0.897, 1.764], [0.579, 0.752, 2.853], [1.181, 0.333, 4.128], [0.146, 0.199, 5.190], [-0.595, 1.246, 5.603], [0.104, 0.206, -0.291], [-0.778, -1.447, -0.140], [0.183, 0.751, -1.707], [-1.198, 1.149, -2.177], [-1.297, 3.077, -1.921], [-2.688, 3.536, -1.284], [-0.068, 3.558, -0.734], [-0.918, 3.885, -3.426], [-0.543, -1.304, -4.825], [0.932, 1.563, -4.257], [2.267, 0.251, -4.550], [0.336, -1.232, -2.803], [2.495, -1.711, -1.764], [3.270, -0.259, -2.684], [2.659, 1.302, -0.902], [3.559, 0.031, -0.259], [1.703, -1.147, 0.711], [2.023, 2.004, 1.436], [2.818, 0.511, 2.277], [0.063, 1.822, 2.958], [-0.277, 0.032, 2.474], [-0.009, -0.895, 5.640], [-0.562, 0.987, 0.318], [-0.258, -2.230, 0.904], [-2.084, 0.714, -1.546], [-1.429, 0.920, -3.301], [0.783, 3.564, -1.268], [0.020, 4.260, -3.272], [-3.683, -0.996, 6.183], [-3.468, -1.242, 4.748], [-3.297, -1.437, 3.613], [-4.678, -0.581, 6.378], [-3.597, -1.918, 6.769], [-2.952, -0.287, 6.587], [1.765, 6.305, -4.078], [1.568, 6.042, -5.255], [2.156, 7.397, -3.648], [1.604, 5.521, -3.136], [0.208, 2.842, 5.094], [-2.261, -4.166, -0.640], [-1.977, -6.038, -0.172], [-1.605, -6.188, 1.285], [0.256, -5.690, 1.593], [-1.217, -6.426, -0.856], [-2.932, -6.531, -0.379], [-1.674, -7.234, 1.595], [-2.214, -5.574, 1.954], [4.882, -0.570, -0.076]], "lowdin_charge": [-0.07, -0.14, -0.08, -0.28, -0.09, -0.13, -0.27, -0.07, -0.20, -0.17, -0.08, -0.22, -0.54, 0.62, -0.21, -0.20, 0.76, -0.38, -0.22, -0.22, 0.14, 0.13, 0.13, 0.13, 0.16, 0.14, 0.18, -0.36, 0.15, 0.13, 0.14, 0.07, 0.13, 0.19, 0.13, -0.10, 0.12, 0.12, 0.05, 0.04, -0.07, -0.27, 0.13, 0.09, 0.08, 0.07, -0.94, 0.25, 0.31, 0.22, 0.40, 0.61, -0.68, -0.69, 0.60, 0.05, 0.06, 0.06, 0.05, 0.03], "fmax_ev_per_a": 8.06, "energy_ev": -212009.9042, "charge": 0}

---

{"formula": "C15H27Br13N5O", "method": "ωB97M-V/def2-TZVPD", "species": ["O", "C", "N", "N", "C", "N", "C", "Br", "N", "N", "H", "H", "H", "Br", "C", "C", "Br", "H", "H", "H", "H", "Br", "C", "C", "Br", "H", "H", "H", "H", "Br", "C", "C", "Br", "H", "H", "H", "H", "Br", "C", "C", "Br", "H", "H", "H", "H", "Br", "C", "C", "Br", "H", "H", "H", "H", "Br", "C", "C", "Br", "H", "H", "H", "H"], "coordinates": [[0.130, 6.656, 0.203], [-0.627, 5.814, 0.057], [-1.458, 4.920, -0.200], [-2.138, 4.447, 0.959], [-1.559, 3.554, 1.741], [-2.111, 3.047, 2.851], [-1.210, 2.207, 3.331], [-1.464, 1.285, 4.883], [-0.117, 2.133, 2.575], [-0.325, 3.017, 1.538], [-3.064, 4.818, 1.126], [0.731, 1.599, 2.685], [0.315, 3.205, 0.784], [2.264, -0.535, -0.605], [0.447, -0.894, -1.189], [-0.533, -0.163, -0.317], [-0.728, -1.034, 1.417], [0.310, -1.970, -1.165], [0.392, -0.545, -2.217], [-1.529, -0.163, -0.754], [-0.219, 0.858, -0.134], [2.612, -3.330, -3.432], [4.246, -3.530, -2.401], [4.404, -4.937, -1.892], [3.183, -5.250, -0.413], [4.192, -2.808, -1.593], [5.057, -3.262, -3.075], [5.406, -5.089, -1.497], [4.189, -5.690, -2.644], [-4.387, 2.174, -0.232], [-6.020, 3.072, -0.788], [-5.724, 4.338, -1.546], [-5.098, 5.730, -0.334], [-6.581, 3.264, 0.120], [-6.559, 2.360, -1.407], [-6.629, 4.724, -2.008], [-4.955, 4.214, -2.300], [2.727, -7.077, -4.818], [4.386, -7.864, -5.459], [4.549, -9.282, -4.986], [5.044, -9.350, -3.107], [5.191, -7.224, -5.113], [4.330, -7.823, -6.543], [5.358, -9.771, -5.522], [3.638, -9.861, -5.093], [3.540, -3.751, 5.098], [2.788, -5.507, 4.729], [2.467, -5.685, 3.270], [0.858, -4.718, 2.760], [1.913, -5.611, 5.361], [3.548, -6.221, 5.037], [2.261, -6.730, 3.052], [3.262, -5.329, 2.624], [-4.278, 7.271, 3.128], [-3.825, 9.142, 2.840], [-3.962, 9.534, 1.394], [-2.492, 8.863, 0.312], [-2.820, 9.282, 3.221], [-4.528, 9.705, 3.448], [-3.924, 10.616, 1.290], [-4.874, 9.157, 0.947]], "lowdin_charge": [0.24, -0.29, 0.13, 0.06, -0.36, 0.16, -0.84, 0.92, 0.08, 0.16, 0.05, 0.17, 0.17, 0.62, -0.68, -0.69, 0.63, 0.05, 0.07, 0.06, 0.01, 0.59, -0.69, -0.68, 0.64, 0.01, 0.06, 0.06, 0.00, 0.63, -0.68, -0.66, 0.65, 0.05, 0.06, 0.07, 0.06, 0.63, -0.69, -0.69, 0.61, 0.05, 0.06, 0.06, 0.05, 0.60, -0.70, -0.71, 0.58, 0.05, 0.06, 0.06, 0.01, 0.59, -0.68, -0.68, 0.64, 0.05, 0.06, 0.06, 0.05], "fmax_ev_per_a": 0.86, "energy_ev": -936036.4010, "charge": 1}

---

{"formula": "C15H27Br2GaI2NO5S", "method": "ωB97M-V/def2-TZVPD", "species": ["C", "C", "Br", "C", "Br", "Ga", "C", "C", "C", "C", "S", "O", "O", "O", "O", "C", "C", "N", "C", "C", "C", "O", "C", "I", "C", "C", "I", "H", "H", "H", "H", "H", "H", "H", "H", "H", "H", "H", "H", "H", "H", "H", "H", "H", "H", "H", "H", "H", "H", "H", "H", "H", "H", "H"], "coordinates": [[1.162, 3.464, -2.096], [2.310, 2.938, -1.289], [3.922, 3.934, -1.644], [2.234, 1.932, -0.443], [3.800, 1.442, 0.548], [0.499, 0.873, -0.142], [0.726, -1.023, 0.523], [1.685, -1.296, 1.678], [1.414, -0.455, 2.924], [2.158, -1.044, 4.124], [1.674, -0.359, 5.666], [2.603, -0.741, 6.698], [0.272, -0.557, 5.856], [1.933, 1.183, 5.380], [-0.359, 0.781, -1.804], [0.349, 0.151, -2.837], [-0.598, -0.407, -3.912], [-0.827, -1.855, -3.935], [-1.072, -2.479, -2.648], [-2.344, -1.965, -1.952], [-2.923, -3.055, -1.034], [-3.308, -1.492, -2.877], [-0.611, 2.056, 1.105], [0.475, 3.344, 2.369], [-1.933, 2.064, 1.101], [-2.760, 1.130, 0.249], [-3.162, 3.306, 2.322], [1.171, 3.043, -3.105], [0.211, 3.207, -1.632], [1.226, 4.546, -2.188], [1.069, -1.612, -0.334], [-0.266, -1.415, 0.775], [2.712, -1.139, 1.344], [1.622, -2.357, 1.962], [1.819, 0.545, 2.762], [0.345, -0.382, 3.120], [3.222, -0.823, 4.030], [2.026, -2.121, 4.221], [2.595, 1.488, 6.018], [0.999, -0.654, -2.464], [1.022, 0.875, -3.323], [-1.552, 0.108, -3.796], [-0.207, -0.135, -4.895], [-0.046, -2.301, -4.394], [-0.241, -2.366, -1.942], [-1.187, -3.556, -2.817], [-2.084, -1.115, -1.327], [-3.778, -3.528, -1.516], [-2.169, -3.801, -0.782], [-3.266, -2.624, -0.092], [-3.443, -2.187, -3.531], [-2.759, 0.132, 0.697], [-3.798, 1.448, 0.206], [-2.370, 1.077, -0.765]], "lowdin_charge": [-0.16, -0.86, 0.62, -0.73, 0.63, 0.30, -0.21, -0.31, -0.26, -0.25, 0.57, -0.31, -0.27, -0.17, -0.26, -0.31, -0.19, -0.07, -0.19, -0.42, -0.04, -0.04, -0.76, 0.80, -0.90, -0.19, 0.72, 0.07, 0.06, 0.06, 0.04, 0.06, 0.07, 0.10, 0.05, 0.12, 0.12, 0.11, 0.10, 0.10, 0.10, 0.11, 0.11, 0.10, 0.10, 0.11, 0.10, 0.07, 0.07, 0.07, 0.09, 0.08, 0.04, 0.06], "fmax_ev_per_a": 0.53, "energy_ev": -247219.6380, "charge": -1}